Entry 1:
C31H33BN7O2PRuS3 | wB97M-V/def2-TZVPD

Each line ends with the Löwdin charge.
Geometry (Å):
Ru -0.96817 0.13259 0.18054  0.709
S -0.72074 0.93842 2.70930  0.668
S -0.62738 -2.24075 1.16290  0.803
S -2.64043 1.99206 -0.11041  0.689
P -0.40143 -0.31746 -2.31306  1.030
O -2.62348 -1.28828 -0.54859  -0.220
O -3.02267 -3.10640 -1.76222  0.062
N -0.78302 3.96233 -0.34581  -0.130
N -3.09098 2.22213 3.08776  -0.017
N -1.69145 3.87529 1.64852  -0.007
N 1.47853 0.06352 0.72739  0.035
N -3.11686 0.10353 3.66743  -0.111
N 0.85698 -3.50519 2.94006  -0.118
N 1.98634 -1.84342 2.03105  0.045
C -0.80729 4.90871 1.62477  -0.040
C 2.91902 -3.28612 -1.20266  -0.073
C 1.01031 -0.49132 -4.73934  -0.082
C 0.59210 -2.86747 -1.62904  -0.121
C -1.84268 -1.34062 -2.82142  -0.217
C -4.34670 0.61977 3.94740  -0.020
C -0.24356 4.97613 0.39149  -0.028
C 3.22939 -1.98907 -1.58511  -0.083
C 2.21990 -1.12140 -1.95012  -0.140
C -0.54293 3.71729 -1.73687  -0.054
C 1.87809 1.18925 0.13386  -0.165
C -0.39116 1.44655 -4.49752  -0.100
C 3.19471 1.60153 0.06917  -0.030
C 3.74977 -0.36107 1.30112  0.013
C 0.12727 0.26554 -3.97200  -0.344
C 0.76382 -2.47640 2.06001  -0.613
C 0.89374 1.13339 -6.49928  -0.067
C -4.32090 1.93010 3.58457  -0.040
C 1.60720 -3.72568 -1.24126  -0.072
C 4.15354 0.79034 0.66274  -0.025
C 1.40566 -0.04644 -5.98591  -0.060
C -1.66910 3.29666 0.44473  -0.710
C -2.36707 1.09870 3.13395  -0.721
C 2.81606 -2.52607 2.91237  -0.018
C -2.56755 -1.99571 -1.58809  -0.769
C -0.01814 1.87132 -5.76217  -0.068
C 2.11795 -3.53904 3.46206  -0.017
C 0.89209 -1.55106 -1.96368  -0.405
C -2.71393 -1.25699 3.87353  -0.047
C -0.21956 -4.38240 3.30973  -0.019
C 2.39013 -0.70227 1.32759  -0.239
B -2.63269 3.68115 2.86858  -0.442
H 2.10490 -0.63089 -6.56684  0.113
H -3.60280 4.33773 2.67662  0.086
H 5.19822 1.06284 0.65412  0.124
H 2.42438 -4.28382 4.17131  0.137
H -0.82333 -4.61987 2.43448  0.081
H -3.41129 -1.73159 4.56117  0.100
H -1.10581 2.02070 -3.92360  0.091
H -2.00604 3.99602 3.82653  0.085
H 1.08383 1.79939 -0.29905  0.080
H 0.40350 4.16837 -2.02550  0.103
H 1.38394 -1.43556 -4.37195  0.107
H -0.42479 -3.22386 -1.65620  0.089
H -0.44253 2.77312 -6.17887  0.110
H 3.70165 -3.96084 -0.89118  0.108
H -1.70716 -1.27903 4.29240  0.075
H -1.34014 4.16085 -2.33477  0.108
H -0.85759 -3.90727 4.05824  0.100
H -0.66075 5.52451 2.48630  0.128
H 1.36214 -4.74656 -0.98682  0.115
H 1.19461 1.46986 -7.47877  0.110
H 0.19439 -5.29476 3.73230  0.103
H 4.25585 -1.65214 -1.58966  0.110
H 2.45127 -0.10788 -2.25295  0.108
H -0.51070 2.63938 -1.92585  0.016
H -5.08769 2.67371 3.65056  0.127
H -5.12172 0.03515 4.39614  0.127
H -1.52460 -2.10259 -3.54329  0.105
H -2.72127 -1.80113 2.92525  0.062
H 3.46642 2.51850 -0.42597  0.116
H 3.81852 -2.23325 3.12754  0.115
H 4.49033 -0.98388 1.76815  0.108
H 0.48201 5.64796 -0.01429  0.124
H -2.58048 -0.68882 -3.30356  0.103

Properties
**Largest force on an atom**: 0.0705 hartree/bohr
**Total charge**: +1
**Energy relative to the best compared isomer or geometry (same formula, charge and spin)**: 0.0 kJ/mol
**Frontier orbital gap (alpha / beta)**: 6.14 / 6.57 eV
**HOMO level (alpha / beta)**: -10.2750 / -10.3049 eV
**Spin multiplicity**: 2


Entry 2:
C31H33ClLuN2O2Si2 | wB97M-V/def2-TZVPD

Each line ends with the Löwdin charge.
Geometry (Å):
Lu -1.03024 0.04757 0.35848  1.381
Cl -2.64734 0.47818 2.16898  -0.081
Si -5.47438 -3.04621 -1.47204  0.700
Si -4.46102 -1.85041 0.51951  0.658
O 0.88827 2.77383 2.96155  0.028
O 0.33807 0.94856 1.74040  -0.167
N -1.17197 2.45488 0.07030  -0.014
N -0.48289 3.02621 1.20979  0.071
C -3.85703 -2.71040 -2.25311  -0.389
C 1.56937 1.81259 3.83064  0.020
C -3.85784 -1.37824 -2.72336  -0.190
C -3.42181 -1.11997 -4.01559  -0.086
C -6.87100 -4.54220 0.35479  -0.128
C -7.18751 -1.79140 -4.98451  -0.086
C -7.15238 -5.61581 1.19710  -0.077
C 0.40792 -1.70765 -0.58304  -0.189
C -5.50162 -6.95985 0.01960  -0.074
C -0.60299 -1.42990 -1.55041  -0.217
C 0.26845 2.20389 1.95447  -0.547
C -3.44217 -3.23727 1.28100  -0.381
C -2.83060 -3.46849 -4.29837  -0.047
C -3.21763 -3.71700 -2.97006  -0.094
C 0.71938 0.44431 -1.37093  -0.216
C -7.32611 -4.13926 -3.48590  -0.072
C -7.55627 -2.98329 -5.61960  -0.083
C -5.21371 -5.89165 -0.83669  -0.085
C -6.87786 -1.78129 -3.61746  -0.111
C -7.70364 -4.13199 -4.83857  -0.079
C -6.71214 -3.00186 -2.92036  -0.238
C -3.95956 -3.66073 2.51627  -0.123
C -2.40924 -4.00345 0.71311  -0.112
C -5.88941 -4.68430 -0.63720  -0.324
C -2.53887 -5.63219 2.50842  -0.081
C 1.23049 -0.54523 -0.47408  -0.197
C -1.96838 -5.19030 1.31604  -0.085
C -2.97377 -2.17711 -4.82645  -0.059
C -3.52768 -4.84850 3.11496  -0.073
C -6.45666 -6.81901 1.03482  -0.078
C -0.42463 -0.09961 -2.02798  -0.209
H -7.76539 -2.98739 -6.69505  0.109
H -2.40637 -4.27792 -4.90824  0.115
H -8.10891 -5.02661 -5.30356  0.105
H -3.05729 -4.66795 -2.46701  0.096
H -4.33309 -0.61916 -2.09314  0.079
H -7.50136 -5.02703 -2.87823  0.105
H -3.21531 -1.16764 -0.02474  -0.114
H -6.70605 -0.82118 -3.11345  0.103
H -7.90584 -5.49857 1.97325  0.106
H 0.84677 1.13201 4.29970  0.112
H -7.13770 -0.86177 -5.55773  0.105
H -0.39373 4.03459 1.32570  0.183
H -7.36400 -3.56887 0.47571  0.101
H -4.47108 -5.97630 -1.63524  0.093
H 2.30340 1.22393 3.26776  0.105
H -2.15440 2.75559 0.12771  0.116
H -1.30814 -2.13247 -1.98143  0.086
H 2.03423 2.47017 4.55924  0.105
H -1.19960 -5.79660 0.83194  0.105
H -3.46226 -0.09926 -4.39686  0.110
H -1.96920 -3.71655 -0.23959  0.075
H 2.16004 -0.45790 0.09747  0.122
H 0.57241 -2.66279 -0.08166  0.118
H -4.96928 -7.90106 -0.11372  0.105
H -2.25111 -6.58737 2.95507  0.109
H -3.98359 -5.17993 4.04953  0.108
H -6.66464 -7.65482 1.70529  0.106
H -0.80009 2.86950 -0.79803  0.126
H -4.74944 -3.05971 2.98762  0.098
H -2.71503 -1.97136 -5.87112  0.112
H -0.98818 0.38442 -2.82912  0.110
H -4.84935 -0.90595 1.57190  -0.093
H 1.19554 1.40104 -1.60010  0.115

Properties
**Largest force on an atom**: 0.0553 hartree/bohr
**Total charge**: +1
**Energy relative to the best compared isomer or geometry (same formula, charge and spin)**: 0.0 kJ/mol
**Frontier orbital gap**: 7.58 eV
**HOMO level**: -10.4149 eV


Entry 3:
C31H33N4O4PdS3 | wB97M-V/def2-TZVPD

Each line ends with the Löwdin charge.
Geometry (Å):
Pd 1.29011 -0.30404 -0.00562  0.993
S -5.02919 1.45536 0.50298  1.008
S -1.41029 -2.85514 1.21148  0.898
S 4.03831 0.81926 0.09858  0.646
O -1.97469 -2.10794 2.33858  -0.520
O 3.66221 1.55486 1.28678  -0.298
O 1.04081 1.96696 1.07758  -0.147
O 5.43291 0.70206 -0.19182  -0.251
N -0.73639 0.07586 0.01438  -0.086
N 1.71781 -2.78114 -0.19362  0.082
N -4.87869 5.94806 -0.16862  0.069
N 3.27401 -0.63104 0.16518  -0.231
C 2.98091 -2.97894 0.23768  -0.153
C -2.54119 0.72316 1.42178  -0.043
C 0.48671 3.23336 0.73098  -0.276
C -2.73179 0.93526 -0.95722  -0.054
C -4.74859 5.43726 1.03888  -0.132
C 4.85311 -4.41934 0.87988  -0.028
C 1.70471 2.08226 -3.05082  -0.068
C -5.04209 3.75576 -1.07772  -0.076
C 1.44191 4.38136 1.01608  -0.052
C 3.25391 1.70436 -1.26712  -0.272
C -2.68309 -2.77354 -0.14682  -0.292
C -2.76419 -5.12134 0.45118  -0.232
C 5.62051 -3.30114 1.11098  -0.052
C -4.75239 4.07086 1.28058  -0.076
C 3.81641 -1.82264 0.44738  -0.262
C 5.12551 -2.01894 0.90148  0.001
C -4.91019 3.22636 0.19468  -0.508
C 3.21221 3.83196 -2.38002  -0.044
C -3.30499 1.03856 0.30738  -0.496
C -1.25329 0.25416 1.22938  -0.162
C 2.68671 -5.37464 0.14158  0.020
C 3.73971 2.99526 -1.40912  -0.070
C 3.52151 -4.27764 0.43198  -0.147
C 1.42391 -5.14784 -0.34512  -0.040
C 0.97961 -3.82784 -0.49732  -0.168
C 2.18101 3.37766 -3.18492  -0.058
C -3.63609 -3.92264 0.10478  -0.232
C -1.81289 -4.64454 1.53698  -0.276
C -5.02019 5.13956 -1.19902  -0.134
C -1.44979 0.43336 -1.05232  -0.116
C 2.25251 1.22466 -2.10192  -0.105
H 1.76381 4.02796 -3.93722  0.113
H -4.65199 6.14716 1.84818  0.112
H 0.77861 -5.96914 -0.62022  0.113
H 4.53221 3.32256 -0.75272  0.127
H -0.43579 3.35426 1.31368  0.115
H -0.98559 0.28546 -2.02272  0.119
H -4.27629 -4.10654 -0.75812  0.121
H 0.21901 3.22816 -0.33682  0.112
H -4.66019 3.67896 2.28098  0.105
H 3.06021 -6.37594 0.29258  0.127
H 6.63521 -3.41214 1.45968  0.116
H -0.62339 0.00146 2.07728  0.124
H -2.21049 -5.44294 -0.43292  0.109
H 1.00581 5.31976 0.68428  0.087
H 3.59411 4.83526 -2.49822  0.120
H -3.36969 -5.95664 0.80188  0.120
H -2.27199 -4.65734 2.52428  0.100
H -2.15649 -2.87534 -1.09522  0.083
H 1.98181 2.08186 1.33848  0.040
H -5.13819 5.61736 -2.16192  0.112
H -0.00549 -3.63114 -0.89242  0.080
H 5.74561 -1.15504 1.08088  0.103
H 5.25441 -5.40944 1.03628  0.116
H 2.38371 4.22446 0.49088  0.059
H -2.95179 0.80436 2.41358  0.126
H -3.28769 1.19976 -1.84332  0.115
H 1.64651 4.45896 2.08128  0.090
H -0.88049 -5.20404 1.56528  0.074
H -5.18509 3.12476 -1.94062  0.103
H -3.16049 -1.79914 -0.10052  0.076
H 1.94281 0.16466 -2.07892  0.093
H 0.91661 1.73826 -3.70622  0.109
H -4.26619 -3.67794 0.95868  0.122

Properties
**Largest force on an atom**: 0.0741 hartree/bohr
**Total charge**: +1
**Energy relative to the best compared isomer or geometry (same formula, charge and spin)**: 195.6 kJ/mol
**Frontier orbital gap (alpha / beta)**: 5.54 / 5.54 eV
**HOMO level (alpha / beta)**: -10.4457 / -10.4457 eV


> The highest energy relative to the best compared isomer or geometry (same formula, charge and spin) belongs to which entry?

C31H33N4O4PdS3


> Which formula does entry 2 have?

C31H33ClLuN2O2Si2